258
Properties=species:S:1:pos:R:3:forces:R:3 method="wB97M-V/def2-TZVPD" charge=-1 lumo_energy_ev=1.942 total_energy_ev=-201518.71588 e_above_lowest_kj_mol=0.0
As -0.695 1.252 -0.869 0.6758 2.1833 0.9992
F 0.445 0.434 0.181 -0.2082 0.2766 -0.6406
F 0.559 1.737 -2.051 -0.4547 -0.0947 1.4171
F -1.831 2.143 -1.849 -0.2524 0.2863 0.4255
F -1.977 0.773 0.259 0.7669 0.4278 -0.8948
F -0.408 2.780 0.085 -0.2900 -1.3870 -0.8819
F -0.970 -0.046 -1.892 -0.1375 -1.8959 -0.2353
C 1.742 -0.815 4.404 -1.5522 0.8723 1.4304
C 0.621 -1.103 5.387 0.1191 0.4747 0.3957
O 1.033 -0.849 6.738 -0.4173 0.1121 -0.2266
O 1.965 0.612 4.431 0.1122 -0.9699 0.0145
H 1.376 -1.130 3.447 -0.0351 -0.1441 -0.8645
H 2.559 -1.418 4.707 1.4154 -0.1809 0.0681
H 0.341 -2.151 5.325 -0.2079 -0.2924 -0.3316
H -0.202 -0.464 5.050 -0.2827 -0.0841 0.4842
H 0.244 -0.841 7.324 0.4699 0.1826 -0.7202
H 2.619 0.755 3.742 0.4859 0.2548 -0.1869
C -5.162 3.711 1.538 -1.1305 -0.9867 0.5596
C -4.016 2.939 1.045 0.1838 -1.3585 -1.5561
O -3.274 3.772 0.141 0.3495 -0.1360 0.3647
O -6.195 3.855 0.573 -0.1222 -0.0328 0.4954
H -4.832 4.647 1.921 0.0992 1.0444 0.4300
H -5.605 3.102 2.332 -0.0421 0.3110 0.1192
H -4.453 2.077 0.501 0.2784 0.2803 -0.0420
H -3.434 2.465 1.833 0.4663 0.5283 0.2270
H -2.503 3.319 -0.237 -0.3071 -0.0400 0.1846
H -5.948 4.507 -0.066 0.4077 0.8574 -0.9031
C -7.796 1.378 -1.578 -0.2063 -1.1160 0.4862
C -7.437 0.788 -0.181 -0.1628 0.5335 -0.8869
O -7.625 1.717 0.868 -0.4265 0.1169 -0.8463
O -7.707 0.342 -2.588 0.0413 1.0385 0.7860
H -7.067 2.195 -1.684 -0.2665 -0.0327 -0.6612
H -8.807 1.754 -1.666 -0.1730 0.1877 0.2463
H -6.373 0.631 -0.340 0.5259 -0.7000 0.4538
H -7.947 -0.151 0.039 -0.0001 0.1221 -0.0517
H -7.423 2.577 0.436 0.0983 -0.3308 0.9990
H -6.772 0.178 -2.681 0.4400 -0.2556 -0.3193
C -4.811 4.140 -4.653 1.3067 -2.5492 -0.4151
C -4.443 2.666 -4.191 -0.4422 0.8872 -0.2407
O -5.152 1.732 -4.965 -0.5468 0.0861 -0.7546
O -5.951 4.661 -4.103 -0.8503 0.9332 0.8559
H -4.975 4.071 -5.728 -0.0172 -0.0817 -0.1224
H -3.883 4.704 -4.532 -0.1741 0.5378 0.3897
H -4.644 2.467 -3.143 -0.1931 0.4945 0.5060
H -3.369 2.578 -4.288 0.5608 -0.2377 -0.3352
H -4.923 0.821 -4.742 0.5230 0.1811 0.3335
H -5.750 4.991 -3.214 0.0733 -0.2007 -0.0186
C 4.183 3.413 6.069 0.5820 0.6468 1.5096
C 2.806 3.259 6.700 -0.7571 -0.2362 0.1293
O 2.575 1.963 7.317 0.4767 0.5812 -1.5631
O 4.448 2.624 4.946 -0.2010 -0.5443 -0.1322
H 4.884 3.179 6.930 -0.2716 0.2473 -0.9788
H 4.366 4.455 5.734 -0.2636 -0.4422 0.4048
H 1.995 3.516 6.006 0.1124 -0.3591 -0.2418
H 2.685 3.998 7.492 0.3222 -0.0227 0.2031
H 2.458 1.340 6.562 -0.2638 0.2201 0.7484
H 4.260 1.714 5.202 0.0671 -0.1733 -0.3078
C -2.943 -0.171 7.866 -1.1075 0.4686 0.0852
C -3.258 1.208 7.254 0.7843 -1.2422 -0.5264
O -3.146 2.209 8.213 0.6342 0.9571 0.5439
O -1.579 -0.283 8.179 1.1765 -0.0819 0.3138
H -3.218 -0.973 7.168 -0.1684 0.1412 0.1838
H -3.476 -0.246 8.833 -0.3474 -0.1229 -0.6645
H -4.266 1.273 6.900 -0.7092 -0.4439 -0.3489
H -2.596 1.353 6.377 -0.2544 0.0254 0.3887
H -2.255 2.568 8.145 -0.0179 -0.0602 0.2840
H -1.507 -0.562 9.099 0.1224 0.1439 -0.2801
C 5.321 -1.854 1.576 0.1572 -0.2847 0.1970
C 5.510 -0.874 2.720 0.4574 0.0388 0.5124
C 6.685 0.052 2.493 0.7219 -0.3038 -0.8163
O 4.371 -0.038 2.904 -0.2792 0.3178 -1.7772
H 5.178 -1.404 0.577 0.2417 0.0625 0.3951
H 4.428 -2.393 1.827 -0.5893 -0.5184 -0.1258
H 6.146 -2.590 1.560 -0.2163 0.4426 -0.1459
H 5.628 -1.453 3.650 -0.1114 0.2003 -0.1708
H 6.458 0.433 1.485 0.5308 0.3634 0.1456
H 7.698 -0.442 2.454 -1.0547 0.4046 0.1534
H 6.662 0.881 3.198 0.1719 -0.0847 0.0566
H 4.226 0.433 2.016 -0.1733 -0.5302 1.6905
C -4.133 -0.759 2.347 -1.4439 2.1110 -0.3938
C -3.180 -1.072 3.427 2.4039 1.8097 -0.1256
C -1.996 -1.836 2.863 0.5468 0.3478 1.0036
O -2.695 0.231 3.926 0.1432 -0.1744 0.3649
H -4.901 -0.084 2.762 -0.3045 -0.6644 -0.0441
H -4.558 -1.601 1.851 -0.4927 -0.7200 -0.2321
H -3.727 -0.072 1.572 0.4849 -0.8283 0.4446
H -3.554 -1.523 4.350 -0.3993 -0.2226 -0.4482
H -1.516 -1.254 2.068 -0.0576 0.0665 0.1305
H -2.324 -2.758 2.419 -0.0115 -0.6979 -0.0380
H -1.282 -1.985 3.700 -0.2189 -0.2898 -0.7218
H -1.951 0.637 3.428 -0.6081 -0.5426 -0.0396
C -0.347 1.657 -5.229 -1.1195 0.1449 -1.2556
C 0.432 2.916 -5.249 0.8353 0.9259 -0.1596
C 1.814 2.752 -4.649 0.2529 0.7066 -0.8138
O 0.507 3.323 -6.647 -0.3414 0.4923 0.1337
H -0.614 1.355 -4.255 -0.2909 -0.3081 1.3420
H 0.220 0.862 -5.694 0.1378 -0.3097 -0.2743
H -1.269 1.849 -5.820 0.4232 -0.3958 0.3248
H -0.085 3.707 -4.682 -0.1176 -0.0464 -0.5110
H 2.204 1.933 -5.243 0.7900 -0.3534 0.2541
H 1.834 2.551 -3.584 -0.1864 -0.2515 -0.0517
H 2.422 3.659 -4.830 -0.2193 -0.3814 0.0108
H 1.351 3.221 -7.112 -0.0910 -0.1942 0.9224
C 0.478 4.982 -1.639 0.3885 -0.1720 0.8694
C 1.250 6.188 -2.118 0.7090 -0.1676 1.0102
C 0.301 7.228 -2.634 0.2201 0.3555 -0.7053
O 2.032 6.714 -0.955 -0.6207 -0.3012 -1.3040
H -0.098 4.467 -2.386 -0.0499 -0.2500 -0.5996
H -0.246 5.253 -0.863 -0.0228 0.3299 -0.0187
H 1.146 4.287 -1.138 0.0322 -0.2069 -0.2506
H 2.019 5.923 -2.883 -0.5018 0.1579 0.6686
H -0.287 6.846 -3.505 0.3019 0.3109 0.8268
H 0.877 8.093 -2.955 -0.0920 0.1994 -0.1484
H -0.330 7.546 -1.803 -0.3575 -0.0397 -0.2087
H 1.391 6.987 -0.283 0.0435 -0.1256 -0.1859
C -3.453 7.112 -2.515 0.4329 0.6408 -0.8642
C -4.202 6.758 -1.251 0.4651 -0.4303 -0.6082
C -5.315 7.756 -1.070 -1.0560 0.3526 0.2421
O -4.672 5.390 -1.427 -0.6836 1.2972 0.1733
H -2.529 6.552 -2.614 -0.0651 -0.3722 -0.1686
H -3.154 8.170 -2.619 -0.1381 -0.2221 0.5385
H -4.108 6.957 -3.389 0.2352 -0.3239 0.3124
H -3.538 6.766 -0.368 -0.1694 0.0900 -0.3189
H -4.971 8.784 -1.326 -0.0980 -0.6757 0.5659
H -5.711 7.694 -0.047 0.0587 0.3313 -0.2046
H -6.177 7.584 -1.739 0.4621 -0.2617 0.0797
H -4.106 4.815 -0.887 0.3543 -0.4306 0.0613
C 3.994 3.459 -0.274 0.3909 -0.9565 0.9003
C 3.593 3.061 1.154 -0.0967 -0.0300 -1.4532
C 2.614 3.956 1.808 -2.0486 -0.1059 0.9274
O 3.147 1.692 1.173 0.7156 0.0870 0.1332
H 4.294 4.477 -0.335 0.3034 1.0203 0.1804
H 3.161 3.357 -0.949 -0.2643 -0.4055 -0.3541
H 4.860 2.846 -0.549 -0.3488 -0.0221 -0.3715
H 4.426 3.081 1.825 0.9757 -0.1421 0.1141
H 2.938 4.991 1.844 0.3700 0.0385 0.2405
H 2.555 3.486 2.823 -0.4562 0.9910 -0.3877
H 1.576 4.019 1.355 1.1765 -0.4796 0.2460
H 2.199 1.636 1.102 -0.6853 0.0429 -0.2336
C -4.543 -1.997 -2.765 0.4604 -0.2708 -1.9334
C -3.325 -1.706 -3.684 -0.2219 -0.6488 0.4355
C -3.381 -2.246 -5.090 1.2203 -0.4332 -0.0346
O -3.540 -3.648 -4.961 0.1047 0.8366 0.4270
C -3.179 -4.352 -6.093 -0.9133 -1.0099 -0.5706
N -3.178 -0.287 -3.789 -1.2576 0.5963 0.9441
H -4.231 -1.737 -1.774 -0.3606 0.2684 0.7165
H -4.874 -3.027 -2.831 0.3829 -0.3644 0.2455
H -5.394 -1.453 -3.169 -0.0886 0.5136 0.4057
H -2.473 -2.250 -3.242 0.0996 0.3369 0.1486
H -2.347 -2.000 -5.574 -1.7128 -0.3632 0.4386
H -4.211 -1.833 -5.660 -0.0066 0.2551 -0.2891
H -3.355 -5.385 -5.814 0.5943 -0.4385 -0.0478
H -2.141 -4.169 -6.396 -0.1526 -0.0451 -0.1175
H -3.917 -4.223 -6.909 0.5448 0.5121 -0.0801
H -3.050 0.152 -2.889 -0.0234 0.0303 0.1269
H -2.435 0.025 -4.351 1.1900 0.1713 -0.8979
C 6.786 -1.218 -3.180 -1.8279 -0.1987 0.9986
C 5.477 -0.923 -3.924 -0.5937 0.8743 0.7535
C 4.517 -0.041 -3.122 0.0079 0.3162 -0.0307
O 4.055 -0.816 -2.032 -1.2924 0.0473 -0.1542
C 2.784 -0.335 -1.546 1.0904 1.6077 -0.2869
N 5.845 -0.190 -5.108 0.1977 0.2076 -0.0820
H 7.304 -1.862 -3.848 1.1788 -0.4368 -0.3154
H 6.516 -1.792 -2.280 0.3103 0.1144 -0.1768
H 7.321 -0.312 -2.867 -0.0779 -0.2500 -0.4530
H 4.870 -1.844 -4.063 0.6323 -0.0267 -0.2740
H 3.674 0.353 -3.757 0.5005 -0.6707 0.3775
H 5.036 0.866 -2.779 0.0604 -0.0777 0.1168
H 2.972 0.569 -0.949 -0.1621 0.0694 -0.4054
H 2.336 -0.988 -0.855 -0.2547 -1.4099 0.6591
H 2.052 -0.098 -2.333 0.4609 -0.1934 0.0020
H 5.088 -0.005 -5.737 -0.3861 -0.0465 -0.3071
H 6.591 -0.651 -5.591 0.2248 -0.1204 -0.4057
C 6.069 -5.118 -2.833 0.3861 0.4776 0.3086
C 5.753 -4.664 -1.413 -0.4659 1.1957 1.2487
C 4.594 -5.431 -0.767 -0.9953 -0.7480 -1.0148
O 3.283 -4.958 -1.211 0.5700 -0.1360 0.1090
C 2.819 -3.885 -0.396 1.8960 1.0048 -0.6486
N 6.898 -4.672 -0.491 0.0927 -0.7689 0.3403
H 6.561 -6.096 -2.965 -0.5976 0.0943 0.5073
H 6.781 -4.421 -3.259 0.1698 0.3761 -0.2158
H 5.155 -5.019 -3.407 -0.1229 -0.3015 -0.2300
H 5.338 -3.633 -1.393 0.2407 -0.1742 -0.8858
H 4.553 -5.344 0.315 0.5615 -0.2266 0.2635
H 4.683 -6.490 -1.106 -0.3403 0.5519 0.5945
H 2.597 -4.158 0.598 -0.2549 -0.9602 1.3290
H 1.924 -3.436 -0.787 -0.2580 0.0831 -0.6661
H 3.625 -3.103 -0.294 -0.8527 -0.4224 -0.4016
H 6.614 -4.389 0.454 0.2466 -0.0600 -0.7141
H 7.707 -4.132 -0.786 -0.4289 0.0072 -0.0745
C 3.618 -4.956 -5.909 -0.0856 1.2705 -0.0523
C 2.279 -4.694 -5.269 1.0886 0.6305 1.8920
C 1.637 -3.382 -5.713 1.2585 0.5048 0.1326
O 0.509 -3.020 -4.968 -0.8878 -0.4767 0.0768
C 0.845 -2.230 -3.872 -0.3508 0.8174 1.2955
N 1.449 -5.818 -5.519 -0.3387 -0.7763 -0.6138
H 4.305 -4.137 -5.676 0.0382 -0.0571 -0.2957
H 3.475 -5.074 -6.968 0.2206 0.0001 -0.6811
H 4.039 -5.849 -5.507 0.3445 -0.7754 0.2800
H 2.532 -4.600 -4.166 -0.4567 0.1364 -0.6819
H 1.313 -3.499 -6.753 0.2615 0.3055 0.0313
H 2.380 -2.538 -5.519 -0.4536 -0.9660 -0.9557
H 1.615 -2.685 -3.223 -0.1246 0.0428 -0.2426
H -0.055 -2.054 -3.237 0.5086 -0.1931 -0.5584
H 1.206 -1.236 -4.198 -0.0157 -0.2572 0.0587
H 0.691 -5.827 -4.864 -0.5133 -0.4267 0.2414
H 2.006 -6.675 -5.475 -0.6036 0.3330 0.2197
C -1.564 -3.952 -0.893 0.1870 -0.1155 -0.9529
C -0.894 -4.984 -1.828 1.3055 -0.0215 -0.2518
C -1.175 -6.452 -1.406 -0.3816 0.3075 0.0194
O -0.882 -6.885 -0.088 -0.5376 0.6795 -0.2083
C 0.375 -7.476 -0.081 0.8151 -0.3467 1.2673
N -1.344 -5.014 -3.228 0.4758 0.8522 -0.3371
H -1.412 -2.910 -1.242 -0.1571 -0.5493 -0.0016
H -1.135 -4.001 0.102 -0.0890 -0.1967 0.2912
H -2.634 -4.192 -0.876 0.0769 0.2928 0.2512
H 0.207 -4.774 -1.898 -0.7055 -0.3122 0.3630
H -0.685 -7.118 -2.123 -0.1196 0.1400 -0.0375
H -2.253 -6.554 -1.517 -0.2387 -0.1940 -0.1019
H 0.359 -8.459 -0.585 0.1242 0.2470 0.1240
H 0.697 -7.595 0.984 -0.2519 -0.0832 -0.8098
H 1.082 -6.806 -0.555 0.5455 -0.0426 -0.2341
H -2.339 -4.931 -3.248 -0.8288 -0.0331 -0.1566
H -1.014 -4.236 -3.825 0.0232 -0.5267 0.7734
C -1.219 4.925 2.666 0.8824 -0.7278 -0.0968
C -0.607 3.961 3.667 -0.2322 -1.1334 0.2926
C -1.424 3.828 4.954 -0.3349 -1.5559 0.2198
O -1.060 4.888 5.758 0.1494 1.9920 0.4015
C -1.966 5.325 6.749 0.8015 -0.6219 0.4739
N -0.370 2.611 3.058 -0.0940 0.7770 -0.2462
H -1.307 5.913 3.062 -0.1996 0.6340 0.3491
H -2.113 4.595 2.191 -1.1852 -0.4090 0.2400
H -0.576 4.953 1.810 0.8430 0.3817 -0.5542
H 0.329 4.383 4.037 0.2463 0.1642 -0.1762
H -1.121 2.896 5.495 -0.2082 0.2007 -0.5384
H -2.527 3.769 4.830 0.4300 0.0945 -0.3418
H -1.389 6.010 7.373 -0.0067 -0.1071 0.1375
H -2.239 4.436 7.358 -0.4669 0.7731 -0.1989
H -2.817 5.919 6.392 -0.1320 -0.5766 -0.2831
H 0.416 2.125 3.504 -0.3699 0.2933 0.0164
H -0.096 2.788 2.084 -0.2376 -0.4242 0.5066
C -0.974 -5.869 3.464 -0.5394 0.4409 0.3064
C 0.346 -5.224 3.818 1.5980 -0.3140 -0.4298
C 1.277 -6.291 4.469 -1.9820 0.9959 -0.0413
O 0.613 -6.751 5.631 -0.4071 0.1416 0.0841
C 1.359 -7.612 6.437 0.6304 0.0110 0.5616
N 1.026 -4.722 2.596 -0.4266 0.7342 -0.2604
H -0.825 -6.846 2.969 -0.0016 0.4984 0.0735
H -1.582 -5.210 2.830 0.2170 -0.2089 -0.0520
H -1.550 -6.027 4.364 -0.1882 -0.2931 0.2653
H 0.376 -4.339 4.459 -0.9731 -0.3894 0.5336
H 2.202 -5.819 4.734 0.8356 -0.0073 -0.0520
H 1.340 -7.066 3.724 0.6478 -0.5984 -0.2654
H 1.215 -7.381 7.502 -0.2108 0.1584 -0.2605
H 2.426 -7.443 6.239 -0.0203 -0.4274 0.0482
H 1.084 -8.669 6.321 0.1543 0.1160 -0.3417
H 1.045 -3.690 2.687 0.1458 -0.8683 -0.3582
H 0.397 -4.901 1.806 0.4554 0.0382 0.1308